Record 1
A structure of composition C35H50AgN11O3S2 at a distorted geometry, computed with the ωB97M-V functional and the def2-TZVPD basis.

Structure (XYZ):
```
102
Properties=species:S:1:pos:R:3:forces:R:3
Ag 0.37946 0.70229 0.34680 0.1 -1.0 -0.1
C -0.07471 -0.69091 4.41709 0.2 0.0 0.0
N 1.14506 -0.38556 3.66897 -0.2 0.0 -0.2
C 1.27138 1.03395 3.36978 0.1 -0.1 0.0
C 1.56622 -1.30945 2.72271 0.1 0.1 0.4
N 1.81675 -0.92981 1.51442 0.0 0.2 -0.3
C 2.62561 -1.68565 0.64092 0.0 0.0 0.1
C 3.74577 -2.39125 1.09602 -0.1 0.1 0.0
C 4.45745 -3.24960 0.27236 0.0 0.0 0.1
C 4.04742 -3.42794 -1.04093 0.0 0.0 0.0
C 3.01668 -2.64638 -1.53831 0.0 0.1 0.0
C 2.35655 -1.69845 -0.74767 0.1 0.1 0.0
N 1.38989 -0.83721 -1.30592 0.1 -0.2 0.0
C 1.60553 -0.23749 -2.44016 -0.2 -0.1 -0.2
N 0.51542 0.23681 -3.16570 0.0 0.2 0.3
C 0.51635 1.67125 -3.47592 0.1 -0.1 -0.1
C -0.81105 -0.21584 -2.76561 0.2 0.0 -0.1
N 2.81272 -0.01873 -3.04880 0.0 0.1 -0.1
C 4.06023 0.15256 -2.32118 -0.2 -0.1 0.0
C 2.95443 0.06293 -4.49290 0.1 -0.1 0.1
N 1.68911 -2.58754 3.23580 -0.1 0.0 0.0
C 1.48403 -3.78749 2.45727 0.0 0.0 0.0
C 2.20216 -2.82179 4.56997 0.0 0.0 0.0
H -0.96339 -0.38458 3.85168 0.0 0.0 0.0
H -0.06589 -0.14635 5.36234 0.0 0.0 0.0
H -0.14811 -1.75473 4.62770 0.0 0.0 0.0
H 1.24499 1.59242 4.30578 0.0 0.0 0.0
H 0.44716 1.40264 2.74951 -0.1 0.0 0.0
H 2.20917 1.23488 2.85866 0.0 0.0 0.0
H 4.04691 -2.25723 2.12933 0.0 -0.1 0.0
H 5.30892 -3.79307 0.66667 0.0 0.0 0.0
H 4.54874 -4.14103 -1.68448 0.0 0.0 0.0
H 2.72595 -2.72951 -2.58032 0.0 0.0 0.0
H 1.52712 2.03736 -3.63777 0.0 -0.1 0.0
H 0.09064 2.23515 -2.64410 0.0 0.0 0.1
H -0.07458 1.85195 -4.37628 0.0 0.0 0.0
H -0.80497 -1.28882 -2.59298 0.0 0.0 0.0
H -1.50248 0.01936 -3.57684 0.0 0.0 0.0
H -1.16033 0.27732 -1.85661 0.0 0.1 0.1
H 3.85872 0.39194 -1.28177 0.0 0.0 0.1
H 4.60025 0.99336 -2.76419 0.0 0.0 0.0
H 4.69294 -0.73680 -2.38141 0.0 0.0 0.0
H 2.00153 -0.09290 -4.98554 -0.1 0.0 0.0
H 3.65577 -0.70770 -4.83263 0.0 0.0 0.0
H 3.36185 1.03337 -4.79090 0.0 0.0 0.0
H 1.08090 -3.54765 1.47996 0.0 0.0 0.0
H 0.77543 -4.43636 2.98199 0.0 0.0 0.0
H 2.41502 -4.34279 2.31039 0.0 0.0 0.0
H 2.37135 -1.87806 5.07981 0.0 0.0 0.0
H 3.15209 -3.36817 4.51413 0.0 0.0 0.0
H 1.50625 -3.42620 5.16088 0.0 0.0 0.0
C -8.06745 -2.52619 1.78931 0.0 0.0 0.0
C -7.41956 -1.47894 0.88959 0.0 -0.1 0.1
N -6.05925 -1.82013 0.47131 0.0 -0.1 0.0
C -5.86486 -2.28612 -0.89720 -0.1 -0.1 0.1
C -6.34462 -3.71563 -1.12466 0.0 0.1 0.0
C -5.07412 -1.63541 1.39125 -0.1 0.1 0.0
O -5.30721 -1.20887 2.51274 0.1 0.0 -0.1
C -3.65699 -1.93746 0.98769 -0.1 0.0 0.0
C -3.17998 -3.22409 0.79386 0.0 -0.1 0.0
C -1.84826 -3.40082 0.45343 0.0 0.0 0.0
C -1.04049 -2.28313 0.31693 -0.1 0.0 0.0
N -1.47991 -1.04421 0.54497 0.0 0.1 0.0
C -2.75942 -0.88446 0.87651 0.1 0.2 0.1
H -9.07606 -2.20588 2.05898 0.0 0.0 0.0
H -7.48564 -2.63845 2.70312 0.0 0.0 0.0
H -8.13813 -3.49502 1.29171 0.0 0.0 0.0
H -7.37492 -0.53125 1.42499 0.0 0.0 0.0
H -8.00858 -1.33495 -0.01649 0.0 0.0 0.0
H -4.81420 -2.20335 -1.15388 0.1 0.0 0.0
H -6.41161 -1.61347 -1.56119 0.0 0.1 0.0
H -5.82447 -4.40859 -0.46132 0.0 0.0 0.0
H -6.15735 -4.01436 -2.15724 0.0 0.0 0.0
H -7.41558 -3.80482 -0.93720 0.0 0.0 0.0
H -3.83546 -4.07970 0.91472 0.0 0.0 0.0
H -1.43981 -4.39129 0.29668 0.0 0.0 0.0
H -0.01298 -2.36551 -0.00973 0.0 0.0 0.0
H -3.08810 0.13108 1.07591 0.0 0.0 0.0
N 0.98861 7.96917 -3.60791 -0.1 0.0 0.2
C 0.77766 6.97965 -2.65447 0.0 0.0 0.0
C -0.13748 5.94974 -2.88701 0.0 0.1 0.0
C -0.33343 4.95767 -1.94417 -0.1 0.0 0.0
C 0.36999 4.98263 -0.74696 0.2 0.0 0.0
C 1.22631 6.04524 -0.47611 -0.2 0.0 0.1
C 1.42523 7.03679 -1.41801 0.0 0.0 0.0
S 0.33741 3.56788 0.31575 0.3 0.2 -0.1
O -0.85809 2.82473 -0.06538 0.0 0.2 -0.1
O 0.43281 3.99721 1.68943 0.0 0.2 0.0
N 1.57141 2.65686 -0.13778 0.0 0.1 0.2
C 2.80675 2.68891 0.46168 0.1 0.3 0.2
S 3.56203 4.09123 1.23755 -0.3 -0.1 -0.1
C 4.96953 3.15468 1.57354 -0.1 0.2 -0.1
C 4.79565 1.90576 1.09192 -0.1 -0.1 0.0
N 3.59158 1.64251 0.48544 0.0 0.0 -0.1
H 0.76137 7.72460 -4.55489 0.0 0.0 -0.1
H 1.84633 8.48403 -3.51885 0.1 0.0 0.0
H -0.70165 5.93904 -3.81398 0.0 0.0 0.0
H -1.05092 4.16488 -2.11913 0.1 0.0 0.0
H 1.70411 6.10996 0.49180 0.1 0.0 0.0
H 2.08372 7.86972 -1.19618 0.0 0.0 0.0
H 5.81724 3.57544 2.09235 -0.1 -0.1 0.0
H 5.52443 1.10620 1.16459 -0.1 0.1 0.0
```
Forces are in eV/Å.

Properties
charge: 0
LUMO: 0.495 eV
HOMO energy: -7.13 eV
Kohn-Sham gap: 0.280 Ha
E_tot: -85310.196 eV
energy relative to the best compared isomer or geometry (same formula, charge and spin): 21.0 kcal per mole
largest force on an atom: 1.002 eV/A



Record 2
A cluster of 4 separate species, C3H18N2O3 in total at a distorted geometry, computed with the ωB97M-V functional and the def2-TZVPD basis.

Structure (XYZ):
```
26
Properties=species:S:1:pos:R:3:forces:R:3
C -1.81441 0.37565 0.89720 -0.6 1.5 -0.3
C -0.74006 -0.19810 -0.02930 -0.8 0.3 0.9
C -0.75533 -1.71490 0.17390 0.3 -0.5 -1.4
N 0.56596 -2.41283 -0.17858 -0.3 0.3 1.4
N -1.93045 1.91852 0.70974 0.2 -0.1 0.4
H -1.66877 0.28507 1.97042 0.4 -0.5 -0.1
H -2.83044 0.04890 0.68237 0.2 -0.5 -0.1
H 0.18914 0.30492 0.21366 0.3 -0.3 -0.1
H -1.05032 0.06588 -1.03939 0.3 -0.2 -0.2
H -1.03370 -2.06175 1.16336 0.0 0.2 0.1
H -1.46826 -2.11823 -0.54391 -0.2 -0.1 0.3
H 0.46526 -3.23586 -0.77057 -0.1 0.2 -0.3
H 1.25447 -1.74146 -0.55864 0.0 -0.1 -0.5
H 0.92977 -2.76059 0.71079 0.4 0.1 -0.1
H -1.76734 2.36448 1.61343 -0.3 0.1 0.0
H -2.85660 2.18847 0.38000 -0.1 0.0 0.1
H -1.25085 2.37815 0.07394 0.3 -0.5 -0.5
H 0.72278 3.43888 -0.79888 0.0 0.0 -0.2
H 0.01186 2.95419 -2.06949 -0.1 0.1 -0.4
O 0.05411 2.82000 -1.12300 0.0 0.0 0.7
H 2.65031 -0.13106 1.55339 0.1 0.0 0.2
H 1.51031 -0.26440 2.58460 0.3 0.0 0.1
O 1.77009 -0.49653 1.68746 -0.3 -0.1 -0.2
H 1.76343 -0.57197 -2.77543 -0.1 -0.1 0.1
H 3.01657 -0.61919 -1.92506 0.1 0.0 0.1
O 2.05859 -0.72177 -1.86704 0.1 0.1 -0.1
```
Forces are in eV/Å.

Properties
charge: +2
LUMO: -6.067 eV
HOMO energy: -18.67 eV
Kohn-Sham gap: 0.463 Ha
E_tot: -12510.882 eV
energy relative to the best compared isomer or geometry (same formula, charge and spin): 0.0 kcal per mole
largest force on an atom: 1.680 eV/A



Record 3
A cluster of 6 separate species, C15H29Br10Cl2N4 in total at a distorted geometry, computed with the ωB97M-V functional and the def2-TZVPD basis.

Structure (XYZ):
```
60
Properties=species:S:1:pos:R:3:forces:R:3
C 4.12579 -1.86584 -0.43598 -1.2 -1.1 0.1
C 2.70394 -1.79978 0.32973 0.9 0.5 -0.4
Cl 2.94789 -1.83243 2.15318 0.0 -0.7 -1.3
C 1.97306 -0.41756 -0.06465 0.7 0.4 -0.3
Cl 1.42290 0.58790 1.39520 -0.1 -0.8 -1.1
N 0.87532 -0.55738 -1.04383 0.6 -0.1 0.2
C -0.15705 -1.39909 -0.95987 -2.7 -1.7 -0.3
N -1.22268 -1.45629 -1.95814 0.0 -3.6 4.8
C -2.04196 -2.50366 -1.41884 2.8 1.3 1.1
N -1.52128 -3.04442 -0.20447 -2.0 1.9 -4.4
N -0.38250 -2.34375 0.07617 0.4 1.2 -1.4
H 4.53890 -2.90821 -0.20078 -0.2 1.7 -0.2
H 3.90051 -1.88348 -1.56283 0.4 0.3 1.6
H 4.82671 -1.02747 -0.14063 -0.9 -1.1 -0.3
H 2.14142 -2.73918 0.03829 0.5 1.3 0.4
H 2.76990 0.23630 -0.56666 -1.4 -0.9 0.8
H 0.86995 0.09440 -1.85279 -0.2 -0.5 0.7
H -3.00735 -2.89314 -1.86426 1.5 0.6 0.6
H -1.97566 -3.80964 0.31544 0.6 0.6 0.3
H 0.14828 -2.59604 0.91713 -0.2 0.5 -0.5
Br -1.94061 -3.94853 3.47107 0.1 0.1 -0.2
C -3.84451 -3.53873 3.58797 0.0 0.0 0.2
C -4.67881 -4.63623 2.97735 -0.1 0.0 0.0
Br -4.63242 -4.55049 1.03225 0.2 -0.4 0.0
H -3.99099 -2.57033 3.11100 0.0 -0.2 0.0
H -4.05078 -3.44815 4.65523 0.0 -0.1 -0.1
H -5.72932 -4.51374 3.24339 0.1 0.1 -0.1
H -4.35206 -5.63629 3.25975 0.0 0.2 0.0
Br 0.04565 1.91846 -3.76349 0.1 0.0 -0.1
C -1.85991 2.32196 -3.67943 0.0 -0.1 0.4
C -2.68209 1.21275 -4.28629 -0.2 0.0 -0.3
Br -2.61530 1.26559 -6.23286 0.1 -0.1 0.1
H -2.00230 3.28355 -4.17069 0.0 -0.2 0.0
H -2.08134 2.42598 -2.61617 0.0 0.0 -0.1
H -3.73624 1.33559 -4.03438 0.1 0.1 0.0
H -2.35363 0.21906 -3.98368 0.1 0.2 0.0
Br 2.48959 2.87904 -0.86605 0.2 0.3 -0.3
C 3.35182 3.88640 0.56432 -0.1 -0.1 0.3
C 3.03967 5.35768 0.46240 0.2 0.2 -0.1
Br 4.08089 6.20469 -0.95036 -0.1 -0.1 0.0
H 4.41705 3.66654 0.51035 -0.1 0.1 0.0
H 2.94605 3.47056 1.48833 0.0 0.1 -0.1
H 3.32896 5.87455 1.37811 0.0 -0.1 0.0
H 1.99078 5.56224 0.25058 0.1 -0.1 0.0
Br 6.69928 2.25487 -0.34022 0.0 0.1 -0.1
C 8.13080 3.45695 0.21192 0.1 -0.2 -0.1
C 8.18232 3.59309 1.71288 0.0 0.2 0.1
Br 6.76221 4.75778 2.36664 0.0 -0.1 0.0
H 7.96669 4.40343 -0.30168 0.0 -0.1 0.1
H 9.04681 2.99895 -0.16372 -0.1 0.0 0.1
H 9.11034 4.07493 2.02261 -0.1 0.0 -0.1
H 8.07956 2.64281 2.23519 0.0 0.1 -0.1
Br -8.10813 -3.15840 1.95866 0.0 0.1 0.0
C -8.22320 -1.41585 1.09370 -0.1 -0.2 0.0
C -7.51922 -1.41621 -0.24050 0.0 0.2 -0.1
Br -5.58244 -1.33014 -0.02159 0.0 0.2 -0.1
H -7.81875 -0.68622 1.79400 0.0 -0.1 -0.2
H -9.29084 -1.23475 0.96308 0.1 0.0 -0.1
H -7.77985 -0.52418 -0.81113 0.0 -0.1 0.1
H -7.73182 -2.30046 -0.83997 0.0 0.1 0.2
```
Forces are in eV/Å.

Properties
charge: +1
LUMO: -2.963 eV
HOMO energy: -11.69 eV
Kohn-Sham gap: 0.321 Ha
E_tot: -747448.864 eV
energy relative to the best compared isomer or geometry (same formula, charge and spin): 49.7 kcal per mole
largest force on an atom: 5.967 eV/A



Record 4
A cluster of 2 separate species, C4H10NO2 in total at a distorted geometry, computed with the ωB97M-V functional and the def2-TZVPD basis.

Structure (XYZ):
```
17
Properties=species:S:1:pos:R:3:forces:R:3
C -2.11588 0.48329 -0.00724 -0.1 3.4 -3.4
C 0.86351 -0.24387 -0.13948 -0.5 1.6 -3.4
C 1.35275 1.16879 -0.60853 -1.6 -0.8 1.0
C 1.22213 -0.68511 1.17457 2.0 1.8 1.2
N 0.11207 -0.95658 -0.98190 3.2 -2.5 4.2
O -1.41935 0.84754 0.87236 1.2 0.5 1.9
O -2.82161 -0.57886 -0.04755 -1.8 -1.9 0.7
H -2.24708 1.13732 -0.97523 0.3 -1.3 1.3
H 0.62863 1.55717 -1.39511 0.9 -0.1 1.2
H 2.33344 1.02803 -1.13277 -0.6 0.1 0.8
H 1.38644 1.78012 0.37516 0.2 -0.6 -2.1
H 2.30057 -0.25828 1.44788 -2.4 -1.0 -0.4
H 1.12864 -1.72815 1.32938 0.0 -1.0 0.3
H 0.43788 -0.12824 1.77757 0.9 -0.5 -0.2
H 0.15719 -2.00673 -0.84080 -0.8 1.8 -0.3
H -0.35373 -0.59333 -1.73863 -0.8 1.0 -2.3
H -2.96559 -0.82310 0.89030 0.1 -0.6 -0.3
```
Forces are in eV/Å.

Properties
charge: +1
LUMO: -4.551 eV
HOMO energy: -15.04 eV
Kohn-Sham gap: 0.385 Ha
E_tot: -9887.825 eV
energy relative to the best compared isomer or geometry (same formula, charge and spin): 40.7 kcal per mole
largest force on an atom: 5.823 eV/A